Formula: C3H5N
Source: OMol25
Level of theory: ωB97M-V/def2-TZVPD

Atoms and positions in Å:
C -1.15 0.98 0.28
C 0.03 0.01 0.46
C 1.01 -0.87 -0.29
N -0.59 0.30 1.51
H -0.70 1.99 0.00
H -2.34 0.93 -0.27
H 1.88 -1.12 0.30
H 1.28 -0.36 -1.25
H 0.60 -1.87 -0.74

## Properties
ΔE to the lowest compared entry with this formula, charge and spin ... 71.3 kcal per mole
Kohn-Sham gap ... 10.25 eV
HOMO level ... -9.32 eV
SMILES ... CC1=NC1
Molecular weight ... 55.08 g mol⁻¹
E_LUMO ... 0.9 eV
Total energy ... -171.941437 Ha
Strongest force on any atom ... 4.34 eV Å⁻¹

These are the Löwdin partial charges, in e, on atoms 1 to 2: -0.182, -0.340